[1]
{
  "formula": "C4H8O2Zn",
  "method": "ωB97M-V/def2-TZVPD",
  "elements": ["C", "C", "C", "C", "O", "Zn", "H", "H", "H", "H", "H", "H", "H", "O", "H"],
  "coordinates": [[1.517, -0.904, -0.043], [0.385, -0.431, -0.887], [-0.764, 0.120, -0.298], [-1.362, 1.255, -0.854], [-2.402, 1.804, -0.377], [-3.578, 2.891, -0.701], [2.366, -1.296, -0.617], [1.990, -0.040, 0.446], [0.762, -1.892, -0.457], [0.704, 0.010, -1.839], [-1.235, -0.358, 0.564], [-0.944, 1.660, -1.791], [0.082, -0.906, 2.051], [0.991, -1.255, 2.113], [1.488, -0.660, 2.689]],
  "mulliken_charge": [-0.60, -0.34, 0.14, 0.03, -0.49, 1.10, 0.38, 0.34, 0.26, 0.35, 0.39, 0.34, 0.33, -0.60, 0.36],
  "charge": 2,
  "lumo_ev": [-12.4, -12.4]
}

=====

[2]
{
  "formula": "C4H8O3",
  "method": "ωB97M-V/def2-TZVPD",
  "elements": ["C", "C", "C", "O", "C", "O", "O", "H", "H", "H", "H", "H", "H", "H", "H"],
  "coordinates": [[0.122, 1.580, 0.225], [0.026, 0.301, 0.588], [0.266, -0.235, 1.957], [-1.029, -0.708, -0.144], [-0.409, -1.060, -1.301], [1.024, -0.844, -0.949], [-0.740, -0.275, -2.413], [-0.011, 1.905, -0.798], [0.402, 2.322, 0.964], [-0.603, -0.791, 2.315], [0.443, 0.574, 2.672], [1.133, -0.898, 1.955], [-0.510, -2.115, -1.566], [1.347, -0.051, -1.403], [-1.461, 0.295, -2.104]],
  "mulliken_charge": [-1.10, 1.14, -1.23, -0.44, 0.21, -0.51, -0.48, 0.28, 0.28, 0.29, 0.36, 0.26, 0.27, 0.34, 0.34],
  "smiles": "C=C(C)OC(O)O",
  "lumo_ev": 0.8
}